67
Properties=species:S:1:pos:R:3 method="wB97M-V/def2-TZVPD" s_squared=6.01 spin_multiplicity=5 orbital_gap_ev="8.3 / 6.1" de_lowest_kcal_mol=0.0 largest_force_ha_per_bohr=0.060 charge=0
Ir 0.10519 0.30458 1.29504
O -3.29374 2.57480 0.96891
C -2.58770 1.80149 1.57434
O -1.26814 1.85588 1.34512
C -3.08146 0.78078 2.56812
C -2.17888 0.65664 3.82901
C -2.96516 -0.01452 4.99774
C -3.02429 -1.53853 4.50374
C -2.22154 -1.41618 3.18729
O -1.25413 -0.40501 3.49690
C -3.08449 -0.71249 2.07504
C -2.55520 -0.92421 0.68973
O -3.22956 -0.89676 -0.30817
O -1.12650 -1.13359 0.62713
H -4.08182 1.07064 2.91658
H -1.66078 1.54499 4.13906
H -2.37930 0.17144 5.92662
H -3.99874 0.33519 5.13412
H -2.47006 -2.13214 5.21439
H -4.05424 -1.86270 4.36408
H -1.77898 -2.36985 2.88982
H -4.03419 -1.21046 2.09829
S 5.57010 -0.73908 -1.13032
C 4.81015 -0.66267 0.31879
S 3.60220 0.51957 0.80369
C 3.13709 -0.43312 2.23034
N 3.95417 -1.43427 2.35600
N 4.92269 -1.46772 1.47534
C 6.06383 -2.28868 1.61400
C 7.25881 -1.66990 1.91048
C 8.45024 -2.39207 1.79875
C 8.40556 -3.71069 1.47285
C 7.20992 -4.38027 1.22312
C 6.03212 -3.65293 1.35268
S 1.56800 -0.14197 3.01609
H 7.27042 -0.61424 2.11714
H 9.44045 -1.92247 1.83865
H 9.32451 -4.29913 1.24925
H 7.15888 -5.44429 0.97835
H 5.14412 -4.10090 0.97120
C -1.94540 3.82864 -3.16064
C -3.02060 2.84280 -2.70496
N -3.12328 1.58275 -3.40091
C -4.52230 1.20791 -3.68929
C -4.92261 1.52796 -5.15900
C -2.13787 0.73126 -3.80089
O -2.31940 -0.20361 -4.59462
C -0.84111 0.81183 -3.07469
C 0.35810 0.69410 -3.77844
C 1.52323 0.38282 -3.09180
C 1.49075 0.40533 -1.72889
N 0.38340 0.62640 -1.01869
C -0.77763 0.80002 -1.69176
H -2.15457 4.79970 -2.76660
H -1.92107 3.88267 -4.26066
H -0.97711 3.51651 -2.86250
H -4.01530 3.32094 -2.92928
H -2.95453 2.70141 -1.65827
H -5.19098 1.71665 -2.95072
H -4.58851 0.10534 -3.52840
H -4.71357 2.62852 -5.32952
H -5.99533 1.39101 -5.38095
H -4.31229 0.91209 -5.87471
H 0.34319 0.73927 -4.85136
H 2.43740 0.20969 -3.57357
H 2.39678 0.18330 -1.20773
H -1.59893 1.00956 -1.06050